[1]
57
Properties=species:S:1:pos:R:3:forces:R:3:nbo_charge:R:1 method="wB97M-V/def2-TZVPD" e_above_lowest_kj_mol=522.4 spin_multiplicity=1 gap_ev=10.60 energy_ev=-39517.485 lumo_ev=-0.22
O -1.728937 -2.286241 3.187005 1.2 -0.2 0.6 -0.9329
H -0.935476 -2.500352 2.684910 -0.3 0.0 -1.2 0.4636
H -1.186685 -2.247935 3.994295 -1.1 0.4 0.6 0.4698
O 2.982426 -0.166888 -1.157988 -1.9 -1.0 0.8 -0.9808
H 2.214960 -0.859764 -1.013912 2.3 1.9 -0.6 0.4993
H 3.469461 -0.372894 -0.326175 -0.4 0.2 -1.1 0.4800
O -4.161434 -1.065728 1.268917 1.0 -0.4 0.4 -0.9750
H -3.626963 -1.392992 2.037649 -0.6 0.3 -1.0 0.4944
H -3.604356 -1.240448 0.484891 -0.3 0.1 0.5 0.4772
O 4.811746 2.215963 -0.291988 -1.4 2.1 0.0 -0.9296
H 4.846167 1.289606 -0.200945 0.1 -1.8 0.0 0.4657
H 3.842618 2.410363 -0.296744 1.2 -0.2 0.0 0.4663
O -2.074508 1.390102 4.004367 -0.8 -0.1 -0.6 -0.9493
H -1.988820 1.304278 3.033620 0.4 0.1 1.0 0.4789
H -1.232827 1.526150 4.435319 0.4 0.0 -0.4 0.4713
O 1.032944 -3.803376 1.032057 2.2 0.0 0.6 -0.9548
H 1.344808 -2.988133 1.448732 -0.1 -0.3 0.0 0.4625
H 0.130374 -3.662422 1.149751 -2.9 -0.4 0.1 0.4749
O 2.769565 -2.076292 0.254586 0.0 -1.2 2.8 -0.9867
H 2.412867 -1.547640 1.037088 0.6 -0.9 -1.3 0.4853
H 2.790531 -3.025983 0.587827 0.1 1.7 -1.0 0.5066
O -2.295344 3.810091 0.418565 0.0 -0.4 -0.1 -0.9790
H -1.768319 3.487086 -0.361183 -1.4 -0.3 1.4 0.4881
H -2.955610 3.157315 0.783452 1.4 0.7 -1.2 0.4904
O 0.621935 1.359416 -0.054339 2.0 -0.3 -1.9 -1.0025
H 0.067926 1.673245 -0.781757 -0.4 0.2 0.1 0.4879
H 1.472334 1.183023 -0.615089 -1.7 0.0 1.7 0.4988
O -1.916141 2.265574 -2.170567 0.0 3.9 0.3 -0.9603
H -2.232106 1.759049 -2.887026 -0.4 -1.4 -1.2 0.4882
H -2.143934 3.210726 -2.476674 0.7 -2.0 0.7 0.4724
O -2.774359 -0.053355 -1.398169 -1.0 -1.0 -1.2 -0.9507
H -2.225509 0.247624 -0.698348 0.7 0.5 0.9 0.4847
H -3.579997 0.442669 -1.384261 -0.6 0.7 0.3 0.4670
O 2.588678 0.882615 1.857206 -0.1 1.9 0.5 -0.9849
H 1.828125 1.509173 1.864661 0.0 -0.9 -0.5 0.4965
H 3.252212 1.589454 1.975921 0.4 -0.8 0.0 0.4881
O -3.499056 -2.711814 -2.297939 -0.8 2.4 -1.3 -0.9448
H -4.353973 -2.220348 -2.346931 1.2 -0.3 0.0 0.4753
H -3.747260 -3.466973 -1.834091 -0.3 -2.3 1.4 0.4760
O -1.608545 -4.127632 0.187603 -0.3 -0.8 0.5 -0.9492
H -0.855729 -4.486383 -0.275554 0.3 -0.6 -0.4 0.4710
H -1.479431 -3.207077 0.015388 -0.2 1.4 -0.4 0.4846
O 1.324139 -0.583073 -3.754984 0.7 -0.7 -0.3 -0.9439
H 2.013276 -0.573566 -4.456144 -0.7 0.1 0.7 0.4771
H 1.549363 -1.380771 -3.236604 -0.1 0.5 -0.4 0.4680
O -1.009182 -1.696536 -1.219179 4.8 2.4 -0.9 -0.9908
H -1.635019 -1.958376 -1.870210 -1.3 -0.2 -1.1 0.5055
H -0.300093 -1.059903 -1.758326 -3.0 -2.6 2.1 0.4874
O 1.631510 2.736930 -2.695076 -0.1 0.3 0.0 -0.9524
H 2.446380 2.502859 -2.237139 0.1 -0.1 -0.4 0.4752
H 1.883265 3.123166 -3.546971 0.1 -0.2 0.4 0.4771
O 0.947129 -1.149624 2.722023 0.6 -1.1 0.4 -0.9595
H 0.775668 -0.265143 2.451795 -0.9 1.1 -0.8 0.4871
H 1.820361 -0.985351 3.084883 0.4 -0.4 0.4 0.4838
O 1.552588 4.613258 0.935366 0.9 0.8 -2.4 -0.9355
H 0.637457 4.543570 0.679169 -1.1 -0.4 0.6 0.4718
H 1.858807 4.929692 0.027261 0.2 -0.5 1.9 0.4645

[2]
57
Properties=species:S:1:pos:R:3:forces:R:3:nbo_charge:R:1 method="wB97M-V/def2-TZVPD" e_above_lowest_kj_mol=398.9 spin_multiplicity=1 gap_ev=10.54 energy_ev=-39518.764 lumo_ev=-0.19
O 0.723615 4.300826 1.410390 -0.5 0.3 -0.5 -0.9347
H 0.527816 3.673613 0.703712 -0.2 -0.5 0.4 0.4691
H 1.450171 4.764952 0.990908 0.1 0.5 0.7 0.4543
O 1.688255 -1.120749 3.184859 -1.6 -0.3 1.4 -1.0198
H 2.269745 -0.461386 2.839220 0.6 -0.2 -0.8 0.4787
H 1.731046 -2.019179 2.774088 1.2 0.8 -0.2 0.5050
O -1.594792 -0.666596 -2.947622 0.3 0.5 -0.2 -0.9668
H -1.867122 -0.847458 -3.847739 -0.2 -0.3 -0.1 0.4673
H -1.786841 -1.449303 -2.415544 -0.4 -0.1 0.0 0.5025
O 0.380054 -4.053372 0.106038 -0.7 -0.5 -0.6 -0.9718
H 0.099528 -3.501254 -0.648031 0.4 0.1 -0.1 0.5204
H -0.450988 -4.432704 0.400078 -0.2 -0.1 0.2 0.4844
O 3.372476 3.691023 1.040490 1.2 0.5 0.7 -0.9394
H 2.960977 4.061125 0.265039 0.0 -0.7 -0.5 0.4617
H 3.287814 2.738870 1.118471 -0.5 0.1 -0.5 0.4800
O 2.020638 -3.422779 1.967760 -1.2 -2.0 0.2 -0.9880
H 1.203648 -3.786658 1.474369 1.3 1.2 0.0 0.5163
H 2.178789 -4.180482 2.541370 0.5 0.1 0.4 0.4719
O -1.420199 2.818950 -3.423202 -0.1 -0.1 -0.9 -0.9611
H -2.280141 2.933673 -3.019821 -0.1 0.3 0.4 0.4848
H -1.430210 1.876354 -3.614376 0.4 -0.2 0.1 0.4806
O 1.306200 2.175052 4.327949 0.1 -0.3 0.1 -0.9431
H 1.166735 2.550309 3.462201 -0.1 0.7 -0.5 0.4748
H 1.131515 1.246403 4.165170 -0.1 -0.4 0.3 0.4686
O 0.748780 1.819527 0.027999 0.9 0.1 0.0 -0.9945
H 1.161618 2.300057 -0.717547 -0.7 -0.3 -0.2 0.5014
H 1.411723 1.143844 0.227930 -0.3 -0.2 0.1 0.4822
O 0.465713 -2.141380 -1.860015 0.9 -0.2 -0.2 -0.9848
H 1.165364 -1.527902 -1.584036 -0.1 -0.2 0.0 0.4870
H 0.079362 -1.672443 -2.600644 -0.5 0.2 -0.3 0.4985
O 4.211688 -0.090008 -2.170707 -0.2 1.3 -1.7 -0.9829
H 4.494532 0.397686 -1.399249 0.0 -1.1 0.6 0.4915
H 4.038515 -1.025149 -2.162693 0.2 -0.2 1.1 0.4925
O 2.016370 -1.500164 0.421541 0.7 2.4 -0.2 -1.0082
H 2.670217 -2.182789 0.275993 -0.9 -0.7 -0.1 0.5030
H 1.102636 -1.604108 0.146748 0.2 -0.8 -0.2 0.4998
O -1.862434 3.087822 -0.741732 -0.3 0.1 0.3 -0.9547
H -1.405160 3.927101 -0.865521 0.0 -0.1 0.1 0.4708
H -1.464670 2.691098 0.043231 0.1 0.0 -0.2 0.4845
O -2.767210 -2.829399 -1.199505 1.0 -0.3 0.0 -0.9652
H -3.721087 -2.879106 -1.157009 0.0 -0.2 0.1 0.4773
H -2.584338 -2.041080 -0.665309 -0.1 -0.1 0.0 0.4929
O -0.781319 -2.390219 2.101278 -0.8 -1.0 -1.5 -1.0082
H 0.039633 -1.921248 2.244648 0.0 0.6 1.3 0.5106
H -1.441587 -2.426247 2.792408 0.6 0.7 0.5 0.4999
O -3.708919 -0.235507 2.449497 0.4 0.0 0.4 -0.9453
H -4.113945 -1.043009 2.129250 -0.3 0.1 -0.3 0.4740
H -4.066826 0.511987 1.967665 -0.2 -0.1 -0.1 0.4725
O -0.800175 -0.496418 -0.030944 0.0 -0.6 0.4 -0.9723
H -0.634463 0.154404 0.660169 -0.1 0.3 -0.2 0.4829
H -0.930046 -1.307476 0.493459 -0.2 0.1 0.1 0.4815
O -4.535742 -1.082682 -0.842523 -0.5 0.2 0.9 -0.9758
H -4.738197 -1.305675 -1.750911 -0.1 0.7 -0.3 0.4819
H -4.487270 -0.129863 -0.702070 -0.1 -0.1 -0.6 0.4965
O 1.175972 2.906452 -2.436453 0.8 0.1 0.3 -0.9804
H 2.004050 2.682712 -2.875153 -0.2 0.1 -0.2 0.4811
H 0.588490 3.319955 -3.075574 -0.3 -0.2 -0.1 0.5144

[3]
59
Properties=species:S:1:pos:R:3:forces:R:3:nbo_charge:R:1 method="wB97M-V/def2-TZVPD" e_above_lowest_kj_mol=570.8 charge=-1 spin_multiplicity=1 gap_ev=8.88 energy_ev=-41582.887 lumo_ev=1.86
O 0.242667 -2.666659 2.774246 -3.2 1.8 0.5 -0.9356
H -2.292308 -1.626900 0.414301 -0.3 -0.1 2.0 0.4697
O 2.818341 -1.673926 -3.139628 0.6 0.5 -0.8 -0.9393
H 2.335854 -2.488173 -3.187795 -0.5 -0.7 0.1 0.4761
H 2.652371 -1.314787 -2.279518 -0.2 0.1 0.8 0.4637
O 1.803282 1.767582 -4.304556 -0.2 -0.9 -1.5 -0.9482
H 2.237520 2.602039 -4.435701 0.1 0.6 0.5 0.4814
H 1.575044 1.633949 -3.401458 -0.1 0.3 1.1 0.4681
O -3.046997 1.539636 0.881061 0.2 -0.3 -3.6 -0.9695
H -2.184221 1.238338 1.098054 1.6 -0.5 1.5 0.4656
H -3.647465 -0.270613 2.887360 1.2 -0.4 1.6 0.4763
O -3.469984 -1.232702 2.729161 -0.6 2.2 0.0 -0.9431
H -0.662463 -2.268017 3.223598 3.6 -1.9 -2.2 0.4632
H -3.972492 -1.016099 1.947141 -0.5 -1.6 -1.8 0.4675
O 2.516080 -0.451153 1.891633 -0.4 0.9 -0.2 -1.0511
H 0.671857 -1.841374 2.472309 -0.2 -0.6 0.0 0.4613
H -2.793654 1.469768 -0.131801 -1.8 0.7 2.1 0.4986
O -3.117884 2.133065 -2.480053 2.0 -0.4 0.2 -0.9677
H -2.222575 1.692027 -2.513701 -1.8 -0.4 0.0 0.4642
H -2.660871 2.991559 -2.512946 -0.7 0.6 0.2 0.4895
O 2.739882 2.847365 3.783588 0.7 -1.1 0.3 -0.9498
H 3.099865 -1.219743 1.957165 0.2 0.8 -0.7 0.4989
H 1.574324 3.397903 -1.635700 0.9 1.7 1.0 0.4871
O -2.000302 -0.242803 -3.777791 1.2 -2.0 0.4 -0.9336
H -2.307732 -1.189896 -3.863515 0.3 1.6 0.1 0.4711
H -1.067506 -0.376213 -3.454451 -1.3 0.3 -0.6 0.4643
O 2.746936 1.628652 -0.129560 -0.7 0.1 2.2 -1.0481
H 1.758357 2.016840 0.030714 1.3 -0.5 -1.7 0.5112
H 2.712081 1.335591 -1.032866 0.0 -0.1 -0.6 0.4702
O 2.918562 -4.379281 0.921643 -1.0 -3.2 -1.6 -0.9498
H -0.855510 -1.897531 4.940543 0.9 -0.5 1.1 0.4421
H 2.135503 -5.006074 0.684818 2.0 2.1 0.8 0.4818
O -2.053979 -1.683492 -0.481977 -0.3 -0.7 -2.1 -0.9808
H -0.169328 3.234543 -1.920593 -0.6 -0.4 0.3 0.5026
H 2.703185 0.300724 1.212500 0.4 -1.8 0.6 0.5480
O 0.109684 -1.756323 5.115160 -2.1 0.7 0.0 -0.9161
H 0.158268 -1.011835 4.493770 1.0 0.5 0.5 0.4730
H 2.866221 2.743299 2.821445 -0.1 0.0 0.6 0.4854
O 0.436007 2.404501 -0.727184 -0.1 -0.3 2.2 -1.2351
H 3.073951 1.997214 4.176768 -0.3 1.3 -0.8 0.4709
H 0.150889 2.818537 0.135306 0.0 -0.4 -1.6 0.4612
O 0.853027 0.804454 3.574625 -1.1 -1.5 -0.6 -1.0506
H 1.507477 0.109992 3.263533 0.0 2.0 0.8 0.5141
H 1.076845 1.559644 4.135957 0.8 -0.6 -0.5 0.5118
O -0.114009 -0.108071 0.345999 1.4 0.8 -0.5 -1.0104
H 0.470180 0.496577 -0.204307 -1.4 -0.2 0.5 0.5105
H 0.319651 -0.029449 1.206197 -0.2 -0.2 0.1 0.4847
O -0.829865 3.477650 -2.618907 0.0 0.5 -1.0 -1.0049
H 2.556723 -3.629726 1.338502 -1.2 1.2 0.8 0.4686
H -0.696024 2.862606 -3.352531 0.2 0.3 0.1 0.4575
O 2.162751 4.210529 -1.463268 -0.3 -0.8 -1.0 -0.9869
H 2.801557 3.871357 -0.830527 0.0 -0.1 0.0 0.4625
H -1.496152 -0.909461 -0.583946 0.3 0.2 0.1 0.4987
O -5.505331 -2.356168 -1.244557 4.4 -0.2 1.2 -0.9280
H -4.741706 -2.524480 -1.866738 -1.7 0.2 -0.3 0.4639
H -4.770752 -2.268905 -0.515698 -2.6 0.1 -0.9 0.4638
O -0.067262 -3.987986 -2.351290 -0.2 0.9 0.3 -0.9676
H -0.727801 -4.638648 -2.072965 0.1 0.5 0.1 0.4751
H -0.310765 -3.119454 -1.941569 0.0 -1.3 -0.2 0.4917

[4]
59
Properties=species:S:1:pos:R:3:forces:R:3:nbo_charge:R:1 method="wB97M-V/def2-TZVPD" e_above_lowest_kj_mol=635.5 charge=-1 spin_multiplicity=1 gap_ev=8.71 energy_ev=-41582.216 lumo_ev=1.98
O 1.093660 2.711677 -1.302768 1.0 2.1 -1.9 -1.0000
H -3.962408 -0.897460 2.999190 -0.3 0.3 -0.1 0.4831
O 3.638226 3.403879 2.464650 -0.1 1.3 1.4 -0.9887
H 3.519987 2.853062 1.695339 0.0 -0.9 -0.6 0.4901
H 3.991166 2.863657 3.169303 0.2 -0.2 0.0 0.4570
O -3.416874 -1.611836 -1.602583 0.4 -0.7 2.5 -1.0308
H -0.717532 -2.864088 3.505885 0.1 0.2 0.6 0.4668
H -4.070556 -1.610967 -2.250015 -0.6 0.7 -2.2 0.4866
O -3.355877 -1.021467 1.175985 1.7 -2.9 -1.8 -0.9978
H -4.042224 -0.483774 0.892133 -2.2 2.0 -0.6 0.4527
H -1.415199 -2.633864 -1.114729 0.3 -1.5 -0.5 0.4785
O -1.465368 -1.971491 -0.455610 1.2 0.0 3.1 -1.0059
H 3.796340 3.139692 -0.190029 1.1 0.4 0.4 0.4624
H -2.475469 -1.324185 -1.604291 -1.4 0.2 -1.2 0.5273
O -1.858475 0.055037 -5.096216 1.5 2.2 -0.9 -0.9639
H 1.143968 1.785855 -1.314570 -0.4 -2.7 0.8 0.5236
H -3.291534 -1.606482 0.300414 0.3 1.4 2.5 0.5304
O 3.175449 -1.423557 1.150928 -1.9 0.1 -0.6 -0.9769
H 3.133643 -0.963391 0.328245 1.0 1.0 -1.2 0.4526
H 2.170917 -1.524514 1.187302 1.7 -0.4 1.1 0.5070
O 3.578808 -0.321085 -3.693718 -0.2 1.6 3.0 -0.9399
H -2.318470 -0.752780 -5.121987 -0.2 -1.7 -0.1 0.4921
H -0.177411 -1.228151 2.251227 -1.1 0.3 1.7 0.4603
O -1.892436 3.445698 -0.814359 0.7 1.9 -1.5 -0.9558
H -2.205409 2.836062 -0.195944 -0.7 -1.7 1.4 0.4711
H -1.377956 2.969507 -1.474756 0.1 -0.2 0.2 0.4829
O 0.279308 -3.941812 0.404748 0.1 -1.6 -1.6 -1.0036
H 0.496743 -3.759342 -0.544231 -0.1 0.1 1.6 0.4761
H 0.319885 -3.123313 0.914709 0.8 1.1 -0.2 0.4889
O 3.707772 2.256256 0.191611 -1.7 0.5 -2.1 -0.9281
H -0.069935 0.802316 0.598331 -0.5 0.9 -0.5 0.4338
H 2.859783 2.143420 -0.325215 0.6 -1.1 1.1 0.4949
O -4.176288 -1.319057 3.842714 1.3 -1.0 -0.3 -0.9735
H 2.273017 2.141317 4.663908 -0.5 0.2 -0.4 0.4837
H -0.903626 0.017150 -5.291123 -0.9 -0.8 0.2 0.4995
O 0.774439 0.495804 0.262556 -0.2 -1.1 2.2 -1.1142
H 0.621093 -0.390950 1.082236 0.8 0.0 -2.4 0.5048
H 3.594270 0.636787 -3.831131 0.0 -0.6 -0.4 0.4763
O -1.361023 -3.432042 3.079441 0.5 0.0 -0.9 -0.9468
H 3.637334 -0.802030 -4.468987 0.2 -0.9 -2.6 0.4642
H -0.956497 -3.418059 2.181224 -0.9 -0.3 0.7 0.4765
O 2.051551 -2.817085 2.648102 1.6 -3.4 1.3 -0.9215
H 2.857678 -3.433613 2.625601 -1.3 1.7 0.1 0.4616
H 1.369489 -3.489018 2.484605 0.0 0.4 0.1 0.4590
O -0.564370 -0.391543 -2.227974 -0.6 -0.4 1.0 -1.0280
H -0.788690 -0.717160 -1.289965 1.2 0.5 -1.5 0.4990
H 0.621247 4.454049 -2.691049 0.5 1.9 1.8 0.4619
O 1.777810 2.284440 5.470604 1.5 -0.7 1.2 -0.9567
H -1.362758 0.116884 -2.435795 0.3 0.3 -0.2 0.4708
H 0.943374 2.680885 5.322891 -1.0 0.5 -0.8 0.4723
O 0.276573 -1.605748 1.533801 0.1 0.5 -1.4 -1.1525
H -0.949899 -2.233479 0.402305 -0.8 1.2 -1.8 0.5385
H -3.495636 -2.032207 3.724233 -0.9 0.5 0.6 0.4793
O -2.552388 1.248549 -3.036232 -0.4 1.3 0.3 -0.9701
H -2.631475 2.204943 -2.952366 -0.4 0.1 0.6 0.4736
H -2.095845 1.195422 -3.882041 -0.1 -0.7 -0.4 0.4941
O 0.426128 3.987703 -3.461483 -0.5 -2.2 -1.6 -0.9596
H 0.566145 3.103551 -3.044343 -0.2 0.7 -0.8 0.4850
H 0.826361 3.018782 -0.464655 -0.7 0.0 1.7 0.4963